Entry from OMol25: a single C3H2ClN3O molecule in a non-equilibrium geometry (the ωB97M-V functional and the def2-TZVPD basis).

Calculated values
Total energy (eV): -22181.03298
SMILES: [H]/N=C1\C(=O)NN=C1Cl
Energy relative to the best compared isomer or geometry (same formula, charge and spin) (kcal/mol): 39.5

Last column: natural (NBO) charge in e.
Element x y z (Å)
H -1.083786 2.310035 -0.078495  0.366
N -0.097071 2.099590 0.010205  -0.510
C -0.043572 0.860580 0.120904  0.201
C -1.029198 -0.239962 0.008305  0.543
O -2.244051 -0.087671 -0.058493  -0.563
N -0.334465 -1.401567 0.014485  -0.451
N 1.092769 -1.355292 -0.036374  -0.255
C 1.487106 -0.175793 0.059582  0.086
Cl 2.986506 0.396521 0.024843  0.149
H -0.734236 -2.406444 -0.064959  0.434

Force components x, y, z for each atom (eV/Å):
-0.67 0.60 -0.03
0.08 -0.87 0.27
4.43 -1.49 -0.73
-1.57 -0.21 0.20
1.08 -0.21 0.06
0.03 -2.83 -0.31
-0.85 -0.99 0.05
-5.72 2.35 0.38
2.42 0.81 -0.04
0.79 2.84 0.14

***

Entry from OMol25: C3H2ClN3O2 as an isolated structure in a non-equilibrium geometry (the ωB97M-V functional and the def2-TZVPD basis).

Calculated values
Total energy (eV): -24225.08698
Energy relative to the best compared isomer or geometry (same formula, charge and spin) (kcal/mol): 121.9

Last column: natural (NBO) charge in e.
Element x y z (Å)
C 0.928469 0.450043 -0.597092  -0.259
C 1.606054 0.078463 0.498613  -0.051
C -0.499060 0.591551 -0.140936  0.035
N 0.781916 0.141158 1.616977  -0.115
N -0.333467 0.589078 1.298907  -0.173
N -1.383155 -1.027326 -0.293119  0.592
O -2.460351 -0.969370 -0.717003  -0.281
O -0.722833 -1.932384 0.064690  -0.318
Cl -1.716269 1.594876 -0.875517  0.092
H 1.216241 0.654981 -1.629204  0.249
H 2.582454 -0.171073 0.773681  0.227

Force components x, y, z for each atom (eV/Å):
-0.47 -0.10 -1.11
-0.69 0.37 -1.48
0.44 -0.51 -0.23
-1.25 0.75 0.74
-2.17 -0.50 1.24
2.71 1.58 0.77
-2.03 0.07 -0.79
0.63 -1.26 0.43
1.17 0.33 0.52
0.14 -0.43 0.48
1.52 -0.30 -0.57

***

Entry from OMol25: a 2-piece molecular cluster, C3H2ClNO overall in a non-equilibrium geometry (the ωB97M-V functional and the def2-TZVPD basis).

Calculated values
Total energy (eV): -19200.26605
Energy relative to the best compared isomer or geometry (same formula, charge and spin) (kcal/mol): 54.8

Last column: natural (NBO) charge in e.
Element x y z (Å)
C -1.701898 -2.300414 -1.090242  0.304
C -0.551120 0.736019 -0.541712  0.719
C -1.057998 -0.222815 0.168607  -0.384
N -1.361686 -1.420572 -0.432363  -0.523
O -0.231431 1.658008 -1.180530  -0.396
Cl 3.754098 0.734499 0.656455  -0.293
H 2.424868 1.018327 1.126184  0.293
H -1.274830 -0.203049 1.293600  0.280

Force components x, y, z for each atom (eV/Å):
-0.52 -1.77 -1.03
0.28 2.59 -1.27
-0.80 -1.59 3.05
0.40 1.39 0.44
0.01 -1.17 0.76
-3.16 0.67 1.10
3.16 -0.67 -1.11
0.63 0.56 -1.95

***

Entry from OMol25: a single C3H2ClNO molecule in a non-equilibrium geometry (the ωB97M-V functional and the def2-TZVPD basis).

Calculated values
Total energy (eV): -19200.72301
SMILES: Clc1ccno1
Energy relative to the best compared isomer or geometry (same formula, charge and spin) (kcal/mol): 44.3

Last column: natural (NBO) charge in e.
Element x y z (Å)
Cl 1.821093 0.159913 -0.728016  0.042
C 0.259887 0.045734 0.077690  0.300
C -0.222742 -0.692901 1.117958  -0.398
C -1.647060 -0.589241 0.994654  -0.032
N -1.885837 0.172816 -0.068473  -0.128
O -0.706073 0.736242 -0.464235  -0.274
H 0.025807 -1.549329 1.710090  0.249
H -2.475450 -0.850395 1.717572  0.241

Force components x, y, z for each atom (eV/Å):
-1.22 0.03 1.03
1.99 -0.61 1.05
-1.01 -1.34 0.08
0.26 2.03 -1.26
-2.37 0.93 2.03
-0.36 -1.07 -1.69
1.57 0.22 0.20
1.13 -0.20 -1.44

***

Entry from OMol25: a single C3H2ClNO2 molecule in a non-equilibrium geometry (the ωB97M-V functional and the def2-TZVPD basis).

Calculated values
Total energy (eV): -21248.32987
SMILES: O=c1c(=O)n1CCl
Energy relative to the best compared isomer or geometry (same formula, charge and spin) (kcal/mol): 56.2

Last column: natural (NBO) charge in e.
Element x y z (Å)
O -1.755565 1.354183 -1.225356  -0.483
C -1.372970 0.645207 -0.389027  0.618
C -1.355040 -0.407871 0.600801  0.609
O -1.688477 -1.229621 1.363451  -0.483
N -0.145286 0.205000 0.192417  -0.470
C 1.271284 0.051735 0.002603  -0.150
Cl 1.758227 -1.678317 -0.637425  -0.094
H 1.803777 0.099663 0.853837  0.210
H 1.484047 0.960025 -0.761300  0.242

Force components x, y, z for each atom (eV/Å):
-0.91 1.22 -1.26
1.56 -0.62 0.30
1.51 0.26 0.86
-0.92 -0.94 0.45
-0.92 -0.67 -0.07
-1.56 1.06 -5.07
-0.67 1.90 0.30
1.63 0.41 2.91
0.28 -2.61 1.59

***

Entry from OMol25: a 2-piece molecular cluster, C3H2ClNO2 overall in a non-equilibrium geometry (the ωB97M-V functional and the def2-TZVPD basis).

Calculated values
Total energy (eV): -21249.64688
SMILES: N=C=CCl.O=C=O
Energy relative to the best compared isomer or geometry (same formula, charge and spin) (kcal/mol): 25.8

Last column: natural (NBO) charge in e.
Element x y z (Å)
N 0.431824 -0.511135 -1.696647  -0.570
C 0.369210 0.182961 -0.721442  0.356
C 0.184485 1.169702 0.067334  -0.399
Cl 1.632039 2.023155 0.723179  -0.044
H 0.407363 -1.571800 -1.559705  0.389
H -0.699933 1.764659 0.406894  0.268
O 2.944788 -1.765110 -0.182499  -0.519
C 3.627193 -0.906774 -0.418993  1.023
O 4.334273 -0.044877 -0.639730  -0.504

Force components x, y, z for each atom (eV/Å):
0.19 -3.38 -1.24
-0.88 0.31 -0.24
0.33 3.36 2.62
-0.49 -0.69 -0.29
0.19 1.83 -0.08
0.62 -1.44 -0.78
-2.96 -3.63 0.93
1.38 1.64 -0.31
1.61 2.00 -0.61

***

Entry from OMol25: a 2-piece molecular cluster, C3H2ClNO2S overall in a non-equilibrium geometry (the ωB97M-V functional and the def2-TZVPD basis).

Calculated values
Total energy (eV): -32080.88834
Energy relative to the best compared isomer or geometry (same formula, charge and spin) (kcal/mol): 76.1

Last column: natural (NBO) charge in e.
Element x y z (Å)
C 0.549496 -0.561186 0.622996  -0.342
C -0.927311 1.681138 -0.115016  0.854
C -0.048872 -1.648223 0.514707  -0.174
N -1.583164 1.433668 -1.089782  -0.732
O -0.008648 1.557493 0.614400  -0.540
O 2.888577 0.268217 1.026822  -0.827
S 1.885745 0.173926 0.003115  1.218
Cl 0.505732 -2.471791 -1.064319  -0.120
H -0.843407 -2.084497 1.044281  0.231
H -2.418144 1.651254 -1.557205  0.432

Force components x, y, z for each atom (eV/Å):
3.19 1.77 0.88
0.93 -1.11 -1.12
-0.43 -2.46 -2.37
0.41 -0.01 0.60
-2.13 3.03 0.82
1.87 -0.16 1.29
-1.34 -0.01 -1.03
-0.78 -0.90 0.80
-0.92 -0.66 0.25
-0.81 0.50 -0.12

***

Entry from OMol25: a single C3H2ClNS2 molecule in a non-equilibrium geometry (the ωB97M-V functional and the def2-TZVPD basis).

Calculated values
Total energy (eV): -38821.87763
Energy relative to the best compared isomer or geometry (same formula, charge and spin) (kcal/mol): 68.7

Last column: natural (NBO) charge in e.
Element x y z (Å)
C 1.588218 0.549153 0.354969  -0.315
C 2.420236 -0.587199 0.016948  0.195
C 1.131855 0.536374 1.616788  -0.324
N 3.651104 -0.496256 0.163321  -0.461
S 1.615289 1.743645 -0.813717  -0.018
S 4.904205 0.421292 0.569041  0.401
Cl 1.819200 -1.979349 -0.714902  0.098
H 0.410391 1.294063 1.974560  0.222
H 1.299496 -0.381610 2.197171  0.201

Force components x, y, z for each atom (eV/Å):
-0.56 1.31 0.99
1.27 -0.64 -1.18
-1.23 -0.36 0.53
2.45 1.04 1.53
0.03 0.28 -0.43
-1.80 -0.97 -0.95
-0.74 -0.79 -0.41
0.69 -0.49 -0.13
-0.12 0.62 0.05

***

Entry from OMol25: a single C3H2F2 molecule (the ωB97M-V functional and the def2-TZVPD basis).

Calculated values
Total energy (eV): -8573.49403
Energy relative to the best compared isomer or geometry (same formula, charge and spin) (kcal/mol): 61.6

Last column: natural (NBO) charge in e.
Element x y z (Å)
C -0.182450 -0.449176 -1.186611  -0.072
C 0.692371 0.188955 -0.485603  -0.432
C 0.049229 0.312560 0.855425  0.707
F -1.103317 0.973350 0.998873  -0.318
F 0.038478 -0.738359 1.681906  -0.318
H -1.189457 -0.793070 -1.166386  0.203
H 1.695146 0.505741 -0.697604  0.228

Force components x, y, z for each atom (eV/Å):
0.36 0.02 -0.64
-0.35 -0.03 0.64
-0.24 -0.11 0.09
0.35 -0.13 -0.04
0.03 0.31 -0.27
-0.38 -0.13 0.26
0.22 0.09 -0.04

***

Entry from OMol25: a single C3H2F2N2 molecule in a non-equilibrium geometry (the ωB97M-V functional and the def2-TZVPD basis).

Calculated values
Total energy (eV): -11557.19898
SMILES: Fc1nc[nH]c1F
Energy relative to the best compared isomer or geometry (same formula, charge and spin) (kcal/mol): 12.9

Last column: natural (NBO) charge in e.
Element x y z (Å)
F -1.164480 -1.640035 0.063707  -0.280
C -0.643612 -0.475491 0.008010  0.393
N -1.402025 0.636495 -0.131263  -0.455
C -0.528769 1.580465 0.030755  0.186
N 0.744507 1.122088 0.135929  -0.552
C 0.656776 -0.223183 -0.027919  0.376
F 1.909030 -0.789495 -0.060346  -0.305
H -0.701312 2.670298 -0.068192  0.199
H 1.696615 1.594647 -0.059799  0.438

Force components x, y, z for each atom (eV/Å):
-1.43 -2.49 -0.10
-0.43 -0.49 -1.13
0.15 -0.18 1.29
0.47 2.88 -0.84
2.27 1.60 -1.11
3.54 0.96 0.87
-1.84 -0.61 0.15
-0.11 -0.99 0.25
-2.61 -0.68 0.62